No. 1
The following is a quantum chemistry calculation of a molecular structure, C42H52O4P2SSeTl at a distorted geometry, from the OMol25 dataset.

The maximum force is 0.058 hartree/bohr. As for the energy above the lowest of the compared OMol25 structures with the same formula, charge and spin: 0.0 kcal per mole. Its lowest unoccupied orbital energy is 2.34 eV. As for the HOMO-LUMO gap: 4.615 eV. As for the net charge: -1.

Each line ends with the Mulliken charge.
CARTESIAN COORDINATES (ANGSTROEM)
H (3.584, 3.666, 1.696)  0.416
S (0.687, 4.395, -3.295)  0.188
H (0.227, -2.285, -1.363)  -1.472
Tl (-0.927, 1.220, -0.659)  0.683
C (5.253, -3.185, 0.983)  -0.646
H (5.669, -1.762, -3.765)  0.306
C (-5.985, 2.247, -0.953)  -0.226
H (4.784, -1.060, -1.455)  0.634
P (-0.578, -2.753, 0.734)  1.643
O (-1.184, -1.439, 1.074)  -0.425
C (1.608, 3.089, 3.459)  -0.299
H (-6.521, 3.218, -2.779)  0.377
C (-3.651, -5.425, -1.405)  -0.271
C (-1.785, -3.798, -0.093)  -0.024
H (-4.803, 2.559, 2.975)  0.321
H (-1.623, 3.141, 4.340)  0.222
P (2.014, -1.204, -0.466)  1.208
O (1.310, 0.066, -0.002)  -0.332
Se (-0.941, -0.314, -3.004)  -1.102
H (-2.453, -4.751, 1.678)  0.498
C (-2.538, -4.762, 0.622)  -0.540
C (-4.574, 1.644, 2.445)  -1.003
H (0.208, 4.081, 0.557)  0.393
H (-3.162, -4.349, -3.166)  0.416
H (-4.860, 0.849, 3.161)  0.424
C (-2.231, 4.216, 1.850)  -1.398
H (-1.554, -2.859, -2.029)  -0.109
C (-5.439, 1.469, 1.197)  -0.372
C (2.764, -1.225, -2.119)  0.200
H (2.931, 2.269, 0.903)  0.042
C (-0.144, -3.647, 2.188)  0.176
C (-3.438, -5.573, -0.033)  -0.649
H (4.113, -1.645, -5.731)  0.393
C (1.919, -1.267, -3.243)  -0.077
H (-2.573, 3.660, 0.975)  0.152
C (-0.409, 4.252, -4.732)  -0.458
H (3.350, 0.017, 1.927)  0.654
H (1.978, 2.003, -5.766)  0.491
H (3.741, -3.481, -0.510)  0.423
H (-0.119, 2.872, 6.489)  0.352
H (-4.370, -6.096, -1.920)  0.320
H (-6.418, 4.379, -1.481)  0.324
H (2.641, 4.102, -4.702)  0.376
H (1.689, -1.333, -5.371)  0.421
H (-4.937, 3.796, -2.189)  0.194
H (5.691, -4.188, 0.884)  0.341
C (3.763, -1.502, -4.711)  -0.470
H (6.692, -2.579, 2.368)  0.481
H (2.594, 2.772, 3.832)  0.272
C (2.385, -1.364, -4.522)  -0.383
C (0.555, 3.034, 4.356)  0.280
C (1.491, 3.370, 2.076)  1.129
C (0.998, -5.528, 3.143)  -0.743
C (-0.005, 2.984, -5.522)  -0.868
H (0.270, -3.268, 5.563)  0.395
C (-2.971, -4.438, -2.088)  -0.779
C (5.142, -1.120, 2.201)  -0.532
H (-1.382, 4.144, -4.313)  0.305
C (0.339, -3.709, 4.563)  -0.480
C (-0.710, 3.356, 3.781)  -0.684
H (-7.013, 1.963, -0.534)  0.256
H (1.454, 3.679, 6.154)  0.290
O (-5.193, 2.484, 0.238)  -0.213
H (1.277, -3.554, -0.648)  0.461
C (-0.258, -3.083, 3.489)  -0.598
H (-0.846, -2.146, 3.581)  0.382
O (0.126, 3.561, -2.167)  -0.450
H (0.790, -1.369, -2.994)  -0.847
C (0.801, -2.575, -0.442)  0.921
C (4.091, -2.854, 0.282)  -0.596
C (4.125, -1.237, -2.305)  -0.299
H (-2.176, 5.282, 1.511)  0.385
H (1.471, -5.443, 5.251)  0.333
C (4.605, -1.526, -3.602)  -0.739
C (-5.951, 3.479, -1.880)  -1.121
H (-0.792, 2.226, -5.482)  0.313
C (0.430, -4.914, 2.026)  -0.278
C (0.980, -4.962, 4.378)  -0.382
C (3.397, -1.698, 0.626)  0.256
C (-2.075, -3.620, -1.447)  0.064
C (5.809, -2.299, 1.887)  -0.587
H (0.428, -5.395, 1.032)  0.364
H (0.071, 3.209, -6.582)  0.325
C (0.751, 2.876, 5.827)  -1.470
H (1.073, 1.488, -4.318)  -0.642
H (-5.280, 0.484, 0.734)  0.321
H (5.611, -0.488, 2.956)  0.376
H (1.233, 1.914, 6.014)  0.323
C (1.328, 2.360, -4.945)  0.500
H (-4.050, -6.257, 0.567)  0.335
C (2.657, 3.302, 1.178)  -1.436
H (2.612, 2.907, -3.288)  0.363
C (-0.877, 3.775, 2.422)  0.300
H (1.415, -6.520, 2.969)  0.348
C (3.896, -0.832, 1.600)  -0.661
H (-3.513, 1.593, 2.200)  0.116
H (2.519, 3.948, 0.279)  0.305
C (0.249, 3.725, 1.587)  0.048
H (-6.501, 1.443, 1.492)  0.319
H (-5.614, 1.396, -1.443)  0.333
H (-2.965, 4.150, 2.627)  0.354
H (-0.256, 5.171, -5.361)  0.332
C (2.057, 3.392, -4.100)  -0.812

---

No. 2
The following is a quantum chemistry calculation of a molecular structure, C42H53BrN4O6PdSSi at a distorted geometry, from the OMol25 dataset.

The maximum force is 0.020 hartree/bohr. As for the energy above the lowest of the compared OMol25 structures with the same formula, charge and spin: 16.1 kcal per mole. Its lowest unoccupied orbital energy (spin up / spin down) is -0.14 / -0.14 eV. As for the HOMO-LUMO gap (spin up / spin down): 6.825 / 6.836 eV. As for the net charge: 0.

Each line ends with the Mulliken charge.
CARTESIAN COORDINATES (ANGSTROEM)
C (-1.557, 1.468, 3.445)  0.232
H (-2.838, 0.855, 5.058)  0.456
C (2.586, 1.124, 0.840)  0.289
H (-4.372, 5.017, -1.258)  0.379
H (1.469, -5.027, 2.474)  0.386
H (-0.968, 6.578, -1.016)  0.540
H (2.696, -4.877, 1.213)  0.461
C (1.235, 1.352, -4.299)  -0.338
H (-0.338, -4.108, 5.703)  0.320
H (-2.766, 5.142, -2.016)  0.278
H (-1.783, -4.287, 6.708)  0.457
H (-1.230, 4.074, 3.248)  0.398
H (2.728, -1.472, 2.834)  0.143
H (-3.494, -2.071, 2.878)  0.420
C (-0.541, 4.728, -0.008)  -0.456
C (-3.580, 4.463, -1.763)  -1.305
H (2.038, 4.465, 0.627)  0.361
O (1.704, 3.338, -5.256)  -0.666
N (1.257, -0.026, -4.181)  0.568
Si (0.063, 2.270, 1.266)  1.890
N (1.904, 2.145, -5.298)  1.220
C (-1.181, 4.611, 2.305)  -0.508
H (1.334, -1.232, -10.618)  0.393
H (2.712, -0.442, -5.576)  0.552
H (-0.173, -0.532, -10.012)  0.339
H (-4.353, -3.683, 4.152)  0.350
H (-3.995, -4.022, 5.849)  0.451
C (-1.353, -3.733, 5.864)  -1.357
C (-2.433, -2.198, 2.699)  -0.403
H (1.659, -2.859, -0.526)  0.243
H (-2.394, 1.852, 2.868)  0.290
C (-0.770, 0.401, 5.448)  -0.577
C (1.871, 2.325, 0.877)  0.304
C (0.410, 1.826, -3.340)  -0.896
C (-3.018, 3.350, -0.926)  0.837
O (-0.833, -2.085, -7.424)  -0.722
Pd (-0.949, 0.991, -0.356)  -0.722
C (-2.227, -3.901, 4.613)  1.821
H (0.135, -2.252, -9.802)  0.334
Br (-2.981, -0.374, 0.644)  -0.191
O (-2.104, 2.651, -1.370)  -0.470
C (1.711, -2.989, 1.652)  2.638
H (2.148, -1.661, -8.319)  0.388
C (2.686, -2.565, 2.761)  -1.658
H (2.383, -2.954, 3.737)  0.269
H (-3.967, 4.037, -2.691)  0.341
C (0.457, -0.313, -3.127)  0.529
C (-3.652, -3.472, 4.966)  -2.082
C (3.916, 3.495, 0.291)  -0.753
H (2.626, -1.592, -4.258)  0.418
C (-1.832, -1.472, 1.687)  0.542
H (0.472, -2.540, -5.279)  0.321
H (-2.664, -5.999, 5.026)  0.464
C (-1.036, 6.024, -0.085)  -0.665
H (3.278, -2.896, 0.199)  0.558
H (-0.968, -0.042, 6.417)  0.417
C (-0.462, -1.487, 1.349)  0.594
H (1.878, -2.625, -6.342)  0.715
H (0.972, -4.849, 0.787)  0.383
H (2.050, 0.207, 1.043)  -0.524
H (-1.280, -2.680, 6.143)  0.141
H (0.137, 2.851, -3.152)  0.681
O (2.633, 1.594, -6.103)  -0.702
C (1.310, -0.982, -8.486)  -0.402
N (-0.071, 0.790, -2.611)  0.175
C (4.608, 2.290, 0.260)  -0.762
C (-0.333, -3.200, 3.062)  -0.641
C (2.033, -1.005, -4.954)  -1.221
C (2.558, 3.513, 0.596)  -0.571
H (4.477, 0.156, 0.518)  0.531
H (-0.645, -2.135, -3.177)  0.369
C (-2.245, -5.386, 4.218)  -1.632
H (-2.852, -5.538, 3.320)  0.331
C (-1.616, 6.612, 1.036)  -0.691
H (-2.122, 6.369, 3.110)  0.428
H (-0.105, 4.274, -0.894)  0.402
O (0.097, -0.659, 0.484)  0.226
H (-3.170, 2.411, 0.863)  -0.323
C (-1.663, -3.064, 3.457)  -0.059
C (1.707, -4.528, 1.532)  -1.924
H (0.268, -3.935, 3.590)  0.200
H (2.306, -1.418, 0.228)  -0.158
H (5.665, 2.279, 0.021)  0.380
S (0.210, -1.147, -7.086)  1.220
C (1.199, -1.943, -5.827)  -0.819
C (0.190, -1.692, -2.630)  -0.705
C (2.265, -2.494, 0.311)  -1.782
C (-0.257, 1.551, 2.937)  0.189
C (-1.818, 0.908, 4.688)  -0.878
C (0.784, 1.046, 3.725)  -0.423
H (1.062, -2.342, -2.736)  0.369
C (3.942, 1.101, 0.539)  -0.532
H (-1.235, -5.752, 4.005)  0.293
H (-2.002, 7.624, 0.980)  0.389
C (-1.684, 5.907, 2.232)  -0.668
H (1.670, 0.046, -8.423)  0.296
H (-0.059, -1.635, -1.572)  -0.475
H (4.435, 4.424, 0.080)  0.439
H (-3.702, -2.401, 5.194)  0.355
H (1.809, 1.109, 3.375)  0.461
N (-3.553, 3.147, 0.288)  -0.095
H (1.350, 0.079, 5.557)  0.419
O (-0.117, 0.191, -6.654)  -0.596
C (0.529, 0.469, 4.965)  -0.676
C (0.603, -1.271, -9.810)  -1.253
C (0.279, -2.512, 2.018)  -0.524
H (-4.248, 3.762, 0.667)  0.232
H (3.696, -2.935, 2.546)  0.501
C (-0.604, 3.998, 1.188)  0.493

---

Which of these has the lowest net charge? C42H52O4P2SSeTl

---

Among the records above, which one has the lowest maximum force? C42H53BrN4O6PdSSi